(1)
The following is a quantum chemistry calculation of 7 unconnected molecules or ions with the total composition C17H49N2O9 in a non-equilibrium geometry, from the OMol25 dataset.

Results
total charge = -1
relative energy (zero: lowest compared OMol25 entry of this formula, charge and spin) = 31.11 kcal per mole
energy = -1463.253485 Eh
highest occupied orbital energy = -5.32 eV
lowest unoccupied orbital energy = 2.24 eV

Last column: Mulliken charge in e.
Geometry (Å):
C: 2.049 -1.484 0.213  -2.36
O: 1.400 -2.102 -0.939  -0.41
H: 2.592 -0.732 -0.126  0.78
H: 2.744 -1.964 0.740  0.55
H: 1.252 -1.243 0.720  0.93
C: 3.345 -2.141 -3.923  -0.68
O: 3.662 -2.245 -2.626  -0.55
H: 2.254 -2.201 -4.260  0.03
H: 4.128 -2.514 -4.255  0.58
H: 3.472 -1.070 -4.302  0.19
H: 2.929 -2.181 -2.144  0.30
C: 1.626 1.468 -1.763  -0.55
O: 1.053 0.311 -2.331  -0.41
H: 2.730 1.543 -2.158  0.28
H: 1.745 1.001 -0.666  0.07
H: 1.124 2.464 -1.716  0.26
H: 1.337 -0.546 -1.833  0.27
C: 2.773 -4.797 0.970  -0.41
O: 1.507 -4.697 0.271  -0.58
H: 2.645 -4.419 1.985  0.15
H: 3.552 -4.111 0.467  0.17
H: 3.140 -5.894 1.038  0.26
H: 1.462 -3.739 -0.188  0.33
C: -0.786 -3.045 -3.468  -0.81
O: -0.942 -3.497 -2.087  -0.48
H: 0.064 -3.495 -4.028  0.30
H: -0.744 -2.140 -3.709  0.38
H: -2.031 -3.305 -3.682  0.17
H: -0.081 -3.083 -1.851  0.23
C: 3.091 -1.268 3.096  -0.85
O: 3.007 -0.518 4.381  -0.42
C: 2.076 0.655 4.283  -0.41
C: 1.752 1.074 5.647  -0.82
N: 0.993 2.313 5.685  -0.25
C: 0.633 2.732 7.042  -0.76
C: -0.283 3.993 6.894  -0.52
O: -0.773 4.274 8.103  -0.29
C: -1.394 5.581 8.235  -0.73
H: 2.161 -1.648 2.907  0.43
H: 3.638 -2.307 3.055  0.24
H: 3.557 -0.621 2.404  0.38
H: 1.248 0.229 3.714  0.17
H: 2.575 1.257 3.725  0.55
H: 2.722 1.143 6.359  0.29
H: 1.464 0.218 6.014  0.44
H: 0.062 2.197 5.512  0.25
H: 1.663 2.984 7.525  0.36
H: 0.086 2.135 7.678  0.35
H: -0.890 3.829 6.094  0.40
H: 0.416 4.760 6.727  0.30
H: -1.556 5.653 9.333  0.22
H: -2.440 5.711 7.756  0.24
H: -0.768 6.289 7.892  0.39
C: -1.515 -0.244 0.148  -0.66
O: -2.626 0.578 -0.138  -0.45
C: -2.709 1.122 -1.384  -0.08
C: -3.210 0.169 -2.466  -0.23
N: -3.109 0.692 -3.738  -0.23
C: -3.845 0.093 -4.838  -0.70
C: -3.606 0.766 -6.162  -0.62
O: -4.439 0.175 -7.183  -0.33
C: -3.981 0.512 -8.513  -0.55
H: -1.419 -1.199 -0.418  0.29
H: -1.561 -0.532 1.076  0.54
H: -0.582 0.337 -0.114  0.13
H: -1.692 1.283 -1.749  0.05
H: -3.336 2.105 -1.335  0.19
H: -4.258 -0.042 -2.232  0.28
H: -2.725 -0.861 -2.557  -0.04
H: -2.166 0.792 -4.083  0.24
H: -4.895 -0.004 -4.695  0.38
H: -3.555 -0.897 -4.933  0.29
H: -2.633 0.613 -6.522  0.35
H: -3.692 1.788 -6.108  0.47
H: -2.853 0.393 -8.321  0.30
H: -4.125 1.698 -8.994  0.16
H: -4.510 -0.145 -9.150  0.24

---

(2)
The following is a quantum chemistry calculation of a molecular structure, C17H50N5O7P2SSi4TeW in a non-equilibrium geometry, from the OMol25 dataset.

Results
total charge = +1
relative energy (zero: lowest compared OMol25 entry of this formula, charge and spin) = 0.00 kcal per mole
energy = -4052.454736 Eh
highest occupied orbital energy (alpha / beta) = -9.96 / -10.17 eV
lowest unoccupied orbital energy (alpha / beta) = -3.18 / -3.10 eV

Last column: Mulliken charge in e.
Geometry (Å):
W: -1.453 -0.631 -0.743  1.93
N: -1.749 -2.756 -1.305  -0.77
C: -2.768 -3.699 -0.726  -0.21
C: -2.525 -4.028 0.743  -1.00
N: -3.173 -3.053 1.605  0.02
C: -4.541 -3.428 1.986  -0.87
C: -5.660 -3.055 1.022  -0.75
N: -5.859 -1.620 0.867  -0.38
H: -2.016 -2.632 -2.283  0.40
H: -0.841 -3.219 -1.313  0.36
H: -2.802 -4.589 -1.356  0.44
H: -3.719 -3.183 -0.802  -0.10
H: -1.450 -4.044 0.931  0.49
H: -2.895 -5.042 0.949  0.30
H: -2.620 -2.831 2.419  0.26
H: -4.758 -2.977 2.958  0.43
H: -4.609 -4.518 2.122  0.34
H: -6.560 -3.563 1.393  0.41
H: -5.456 -3.475 0.035  0.39
H: -6.122 -1.226 1.765  0.24
H: -6.646 -1.465 0.245  0.21
O: -5.474 0.522 -1.819  -0.54
P: -4.313 -0.342 -2.493  0.94
O: -4.777 -1.275 -3.514  -0.79
O: -3.487 -0.870 -1.306  -0.26
O: -3.371 0.855 -3.133  -0.44
P: -1.786 0.711 -3.105  0.38
O: -1.296 1.505 -4.358  -0.55
O: -1.233 1.314 -1.834  -0.13
O: -1.430 -0.766 -3.033  -0.52
H: -6.291 0.455 -2.328  0.35
H: -1.752 1.301 -5.185  0.35
C: 5.085 -2.226 0.970  -1.04
Si: 4.303 -0.677 1.674  0.30
C: 3.115 -1.130 3.049  -0.89
C: 5.616 0.494 2.315  -1.01
Si: 3.122 0.430 -0.038  0.18
Te: 1.317 -1.317 -0.586  -0.47
Si: 2.387 2.584 0.545  0.29
C: 1.741 2.549 2.310  -1.20
C: 3.936 3.635 0.489  -1.08
C: 1.129 3.246 -0.672  0.02
Si: 4.266 0.385 -2.103  0.31
C: 6.035 0.872 -1.737  -1.00
C: 3.469 1.603 -3.279  -0.94
C: 4.203 -1.338 -2.837  -1.06
H: 5.586 -2.787 1.762  0.39
H: 5.831 -1.988 0.209  0.27
H: 4.340 -2.885 0.518  0.30
H: 3.652 -1.643 3.850  0.40
H: 2.325 -1.797 2.698  0.21
H: 2.641 -0.244 3.476  0.23
H: 6.236 -0.008 3.061  0.42
H: 5.168 1.368 2.793  0.27
H: 6.273 0.845 1.517  0.31
H: 2.563 2.339 2.997  0.41
H: 0.982 1.781 2.480  0.23
H: 1.322 3.518 2.591  0.47
H: 4.729 3.235 1.124  0.30
H: 3.711 4.647 0.837  0.42
H: 4.325 3.717 -0.528  0.25
H: 0.281 2.578 -0.818  -0.58
H: 1.599 3.389 -1.647  0.38
H: 0.756 4.221 -0.344  0.40
H: 6.091 1.842 -1.238  0.30
H: 6.606 0.943 -2.666  0.41
H: 6.529 0.136 -1.099  0.27
H: 3.591 2.631 -2.933  0.26
H: 2.400 1.412 -3.396  0.21
H: 3.933 1.527 -4.265  0.40
H: 4.577 -2.093 -2.142  0.28
H: 4.822 -1.375 -3.736  0.38
H: 3.189 -1.620 -3.133  0.35
S: -0.348 -1.353 1.149  -0.71
C: -2.427 0.590 0.592  -0.25
N: -1.438 1.456 0.949  0.61
C: -1.772 2.863 1.164  -0.50
C: -3.011 2.931 2.044  -0.68
C: -4.145 2.189 1.356  -0.71
N: -3.668 0.948 0.742  0.22
H: -0.698 1.056 1.507  -0.09
H: -1.959 3.314 0.187  0.23
H: -0.914 3.362 1.609  0.20
H: -3.306 3.963 2.231  0.39
H: -2.787 2.471 3.009  0.32
H: -4.592 2.799 0.569  0.35
H: -4.932 1.930 2.065  0.39
H: -4.355 0.308 0.355  -0.02

---

(3)
The following is a quantum chemistry calculation of 3 unconnected molecules or ions with the total composition C17H50N7O5P3 in a non-equilibrium geometry, from the OMol25 dataset.

Results
SMILES = CN(C)P(=O)(N(C)C)N(C)C.CN(C)P(=O)(N(C)C)N(C)C.NCPCOCOCCO
energy = -2461.240851 Eh
highest occupied orbital energy = -8.56 eV
lowest unoccupied orbital energy = 0.45 eV

Last column: Mulliken charge in e.
Geometry (Å):
N: -5.702 -6.618 -4.170  -0.63
C: -4.883 -5.591 -3.522  -0.38
P: -4.121 -4.614 -4.888  -0.14
C: -3.261 -3.147 -4.124  -0.38
O: -2.286 -3.513 -3.166  -0.33
C: -2.784 -3.814 -1.904  -0.46
O: -2.276 -2.865 -0.988  -0.34
C: -2.762 -3.145 0.318  -0.23
C: -3.949 -2.289 0.700  -0.71
O: -5.160 -2.737 0.090  -0.52
H: -6.292 -7.090 -3.498  0.23
H: -5.110 -7.298 -4.630  0.25
H: -5.535 -5.005 -2.871  0.31
H: -4.103 -5.996 -2.869  0.34
H: -5.249 -4.056 -5.523  0.04
H: -2.727 -2.660 -4.939  0.31
H: -3.943 -2.391 -3.716  0.36
H: -3.877 -3.795 -1.875  0.34
H: -2.428 -4.812 -1.616  0.37
H: -1.957 -2.923 1.023  0.26
H: -3.035 -4.198 0.438  0.35
H: -3.747 -1.241 0.468  0.32
H: -4.063 -2.354 1.786  0.34
H: -5.484 -2.035 -0.485  0.31
O: 1.058 -2.820 1.758  -0.82
P: 2.283 -2.312 1.107  0.41
N: 2.201 -2.850 -0.496  0.22
C: 3.300 -2.806 -1.443  -0.73
C: 0.922 -2.595 -1.159  -1.02
N: 3.521 -3.134 1.949  0.32
C: 4.644 -3.755 1.272  -1.22
C: 3.096 -3.945 3.085  -1.05
N: 3.196 -0.887 0.894  0.25
C: 3.830 -0.350 2.117  -1.02
C: 2.367 0.202 0.329  -1.17
H: 3.548 -1.791 -1.783  0.25
H: 3.020 -3.387 -2.324  0.37
H: 4.202 -3.263 -1.055  0.20
H: 0.820 -1.558 -1.506  0.23
H: 0.096 -2.802 -0.487  0.09
H: 0.802 -3.244 -2.028  0.51
H: 4.345 -4.621 0.668  0.33
H: 5.371 -4.098 2.013  0.42
H: 5.174 -3.038 0.644  0.33
H: 2.674 -4.910 2.780  0.32
H: 2.354 -3.425 3.683  0.33
H: 3.960 -4.136 3.727  0.33
H: 3.114 -0.182 2.927  0.33
H: 4.301 0.603 1.870  0.42
H: 4.610 -1.012 2.476  0.30
H: 1.512 0.442 0.970  0.40
H: 1.993 -0.063 -0.660  0.20
H: 2.963 1.106 0.204  0.44
O: 2.324 6.374 0.596  -0.83
P: 0.980 5.779 0.728  0.41
N: 0.108 6.852 1.710  0.10
C: -1.178 6.556 2.317  -0.72
C: 0.184 8.258 1.314  -1.07
N: 1.294 4.327 1.571  0.53
C: 0.488 3.882 2.693  -1.24
C: 2.699 4.008 1.794  -0.91
N: -0.295 5.119 -0.191  0.13
C: 0.002 3.839 -0.871  -0.96
C: -0.753 6.065 -1.238  -1.02
H: -2.007 6.518 1.596  0.25
H: -1.408 7.339 3.041  0.39
H: -1.170 5.626 2.871  0.18
H: -0.480 8.504 0.476  0.31
H: 1.202 8.515 1.027  0.31
H: -0.094 8.895 2.155  0.38
H: 0.597 4.528 3.573  0.33
H: 0.791 2.872 2.980  0.38
H: -0.566 3.811 2.421  0.35
H: 3.137 4.573 2.626  0.31
H: 3.292 4.202 0.906  0.39
H: 2.796 2.942 2.019  0.09
H: 0.890 3.894 -1.509  0.32
H: -0.853 3.572 -1.493  0.45
H: 0.141 3.039 -0.151  0.18
H: 0.046 6.337 -1.935  0.36
H: -1.144 6.976 -0.787  0.24
H: -1.566 5.616 -1.806  0.40

---

> Among the records above, which one has the lowest energy?

C17H50N5O7P2SSi4TeW